Entry 1:
Molecular formula: C18H19LuN4O17P2
Method: DFT, ωB97M-V with the def2-TZVPD basis set

Output
LUMO level, eV: 4.2
Orbital gap, Eh: 0.28639
Net charge: -2

The geometry in XYZ format:
```
61
Properties=species:S:1:pos:R:3:lowdin_charge:R:1
H 2.71925 -0.52587 2.36449 0.13
H 2.14555 -1.56818 -2.51654 0.03
C 3.42971 -1.36893 0.56537 -0.50
O 0.22264 3.46955 -2.94330 0.01
H 5.43935 -1.75518 -0.09803 0.08
H 0.43350 -2.40984 -4.49050 0.11
O -2.27578 0.40443 0.10661 -0.11
C 1.01222 3.70792 1.97497 0.06
O 0.47933 0.16584 1.92005 -0.16
Lu -0.09390 -0.15144 -0.38685 1.77
N 2.67878 -1.43729 1.88687 0.17
H 1.67798 -1.62580 1.73183 0.11
O 1.98907 0.49208 -0.73947 -0.41
H 1.97717 5.90897 2.19717 0.10
H 4.89157 -2.80956 1.19793 0.07
H 1.74590 -0.31557 -4.22661 0.10
H 1.02871 5.08504 -1.13182 0.12
C -4.60939 0.59086 0.21526 0.01
N -7.10926 -1.66606 1.78935 -0.38
C 1.18218 4.67001 0.99247 -0.28
C -3.36795 -0.09381 0.47196 -0.34
O -0.35384 1.46302 -2.10452 -0.15
C 0.33544 3.13845 -0.60095 -0.16
C 0.04868 2.67177 -2.02502 -0.60
O -7.12381 -2.72997 2.39534 0.02
C 0.50476 2.48201 1.58944 -0.18
C 4.87165 -1.78123 0.82830 -0.09
O 4.47731 0.51880 -1.01643 -0.13
C -2.27575 -2.11906 1.50529 -0.18
O 0.56539 1.48220 3.73950 0.02
C 0.05771 -1.46448 -4.09703 -0.16
C -4.68406 -1.83381 1.59913 0.03
H -6.72805 0.60670 0.43829 0.11
H 4.18774 0.12623 -1.84828 0.06
H -4.54845 1.52443 -0.32708 0.11
C -1.07789 -1.81873 -3.13821 -0.65
C -5.80160 0.08439 0.63429 -0.02
H -4.73152 -2.76780 2.14510 0.12
H 5.35672 -1.10496 1.53806 0.08
C 0.49911 1.28822 2.52862 -0.61
O -8.12705 -1.03134 1.53687 0.02
P 2.51217 -2.52551 -0.55626 0.28
C -5.84332 -1.13673 1.33501 -0.18
H 0.73267 0.13929 -3.05552 0.05
O 3.54247 1.21143 1.25213 -0.28
N 0.11974 2.23140 0.34655 0.08
O 2.99074 -3.89810 -0.26013 -0.32
C 0.85991 4.38633 -0.32605 0.07
O -1.13117 -1.86127 1.18933 -0.04
O -1.96511 -2.54160 -3.58283 0.00
N 1.14966 -0.69058 -3.49344 0.00
C -3.46012 -1.34266 1.17520 -0.10
O 1.08014 -2.13248 -0.23998 -0.42
H 1.31042 3.85665 3.00547 0.12
O 2.90163 -2.04676 -2.01195 -0.19
H 3.07386 -2.17344 2.46947 0.16
O 1.70091 5.90823 1.27384 0.04
H -2.46748 -3.02198 2.11718 0.13
P 3.27942 0.38644 0.04827 0.33
H -0.41049 -0.92487 -4.92652 0.11
O -1.02518 -1.32586 -1.96174 -0.18
```

Entry 2:
Molecular formula: CH5FN2
Method: DFT, ωB97M-V with the def2-TZVPD basis set

Output
LUMO level, eV: 1.0
Orbital gap, Eh: 0.38375
Net charge: 0
SMILES: CNNF

The geometry in XYZ format:
```
9
Properties=species:S:1:pos:R:3:lowdin_charge:R:1
H 1.57530 -0.13778 0.28126 0.10
H 0.46308 0.90163 -1.75460 0.05
N 0.67073 0.29049 0.42159 -0.09
H -0.88756 0.30141 1.55149 0.11
H -0.24238 -0.72451 -1.41709 0.05
H -1.12160 0.75859 -0.90971 0.05
C -0.16399 0.30836 -1.11072 0.04
F -0.35034 -1.61640 1.45890 -0.25
N 0.05676 -0.08179 1.47889 -0.05
```

Entry 3:
Molecular formula: C38H34IrNP2Te
Method: DFT, ωB97M-V with the def2-TZVPD basis set

Output
LUMO level (spin up / spin down), eV: -10.4 / -10.7
Multiplicity: 2
Orbital gap (spin up / spin down), Eh: 0.20415 / 0.19293
Net charge: +3

The geometry in XYZ format:
```
77
Properties=species:S:1:pos:R:3:mulliken_spin:R:1
H 5.91564 1.40200 -0.55383 0.00
C 1.61498 2.98429 -0.66454 0.00
C 0.93773 1.46543 3.75974 0.00
H 3.06116 -0.38246 3.29429 0.01
C 4.94174 0.40566 1.13216 0.08
C 5.07056 0.87849 -0.13556 0.07
C -1.20206 1.87871 -5.17708 0.00
H -1.65331 0.31876 1.85742 0.00
P 1.49772 1.44338 -1.55166 0.04
C 0.24985 0.70462 2.81167 0.00
C 0.68928 0.83296 -4.12833 0.00
C -3.50474 -4.42986 -2.01775 0.00
C 2.44113 5.24346 -0.65441 0.00
C 3.64474 -0.18973 1.22113 0.32
C -3.49693 -2.50917 -0.56165 0.00
C 0.73489 -3.06268 0.99697 0.00
H -3.40046 -0.45692 0.17534 0.00
C -0.71066 -2.46515 2.86286 0.00
C 3.22202 0.99581 -2.08139 0.10
C 0.93133 3.21840 0.52377 0.01
C 1.01552 4.46468 1.12729 0.00
C -4.78932 -2.81318 -0.15155 0.00
C -0.56220 2.55811 -2.96143 0.00
C 0.29587 -2.13178 1.95397 0.00
H 1.99747 1.33391 3.93116 0.00
H 2.85918 3.85453 -2.21746 0.00
H -0.70883 3.19179 -2.09496 0.00
C -2.76040 -1.31938 0.00127 0.00
H -0.68066 -3.46125 -1.35806 0.00
C -4.78879 -4.73907 -1.59292 0.00
H 0.31694 2.44583 0.96164 0.00
C 0.24866 2.41011 4.50424 0.00
H 5.67180 0.47444 1.92306 0.00
H -2.20984 3.39550 -4.03947 0.00
Ir 1.06678 -0.51829 -0.43098 0.00
C -1.11144 2.59979 4.29939 0.00
C 0.14120 -4.31326 0.92917 0.00
H -5.30045 -2.17457 0.55837 0.00
C 3.84182 0.57107 -0.81332 0.29
H -5.29735 -5.59978 -2.00508 0.00
C -0.15766 0.96123 -5.21608 0.00
H 0.47634 -5.04075 0.20171 0.00
H -1.28093 -3.13153 -2.99828 0.00
H -1.85592 1.98226 -6.03280 0.00
H -1.29542 -5.63248 1.81409 0.00
H 0.77275 2.99142 5.25066 0.00
Te -1.35350 -0.85401 -1.55008 0.00
C 2.36037 4.00613 -1.26747 -0.01
H -1.04105 -1.75372 3.60843 0.00
C 0.48962 1.63797 -3.00019 0.00
P 1.05797 -0.53377 1.84558 0.02
C -1.79674 1.85096 3.34522 0.00
H 3.73196 1.82793 -2.56453 0.00
C -2.85425 -3.31724 -1.49921 0.00
C -5.43000 -3.93230 -0.66312 0.00
C -1.45387 -2.96068 -1.93819 0.00
C -1.40399 2.67438 -4.05485 0.00
C -0.85289 -4.64544 1.84275 0.00
H -2.85640 2.00599 3.19404 0.00
C 2.83401 -0.77507 2.30352 0.06
H 3.17723 0.16712 -2.79415 0.03
H 1.83612 6.44128 1.01695 0.00
H 0.00311 0.35878 -6.09977 0.00
H -3.01712 -5.04876 -2.76066 0.00
H 0.47960 4.65359 2.04752 0.00
H -1.64542 3.33349 4.88897 0.00
H 2.97966 -1.86005 2.35111 0.04
H 3.01551 6.03533 -1.11549 0.00
H -2.19463 -1.56038 0.89731 0.00
H -2.01894 -4.02002 3.53302 0.00
N 3.03098 -0.12590 0.01250 -0.07
C -1.12183 0.90323 2.59999 0.00
C -1.26391 -3.73513 2.81260 0.00
H -6.43880 -4.16368 -0.34980 0.00
H 1.50403 0.12007 -4.17818 0.00
C 1.77337 5.47006 0.54460 0.00
H 1.58005 -2.83547 0.33882 0.00
```

Which maximum force belongs to each record? In order, 0.021, 0.096, 0.007 Eh/bohr.
Which relative energy (zero: lowest compared OMol25 entry of this formula, charge and spin) belongs to each record? In order, 0.0, 296.6, 0.0 kJ/mol.
Which electronic energy belongs to each record? In order, -4114.32988, -250.34932, -2577.33624 a.u..